No. 1
A molecular structure, C31H36N2O7Tb at a distorted geometry. Source: OMol25; level of theory: ωB97M-V/def2-TZVPD.

For the highest occupied orbital energy (spin up / spin down), the calculation gives -9.936 / -9.862 eV. Its expectation value of S² is 12.664. The total energy is -72472.346 eV. The charge is +1. Its spin multiplicity is 7. The calculation puts the molar mass at 707.56 g mol⁻¹. The calculation puts the largest force on an atom at 3.47 eV/Å.

Geometry as XYZ:
```
77
Properties=species:S:1:pos:R:3:lowdin_spin:R:1
Tb 0.884 1.352 -0.074 6.108
C 3.844 2.279 -0.559 -0.001
C 3.393 2.410 -1.958 -0.001
O 2.361 1.490 -2.158 -0.012
C 1.647 1.663 -3.356 -0.001
C 0.620 2.733 -3.247 0.000
O -0.169 2.548 -1.956 -0.010
C -1.231 3.454 -1.841 -0.001
C -1.999 3.023 -0.579 -0.001
O -1.080 2.717 0.466 -0.012
C -1.555 3.027 1.814 -0.001
C -0.700 2.195 2.742 -0.001
O 0.702 1.982 2.187 -0.012
C 1.579 3.149 2.269 -0.001
C 2.883 2.815 1.593 -0.001
O 2.732 2.846 0.155 -0.013
H 4.817 2.804 -0.428 0.000
H 3.882 1.187 -0.251 0.000
H 4.305 2.141 -2.572 0.000
H 3.024 3.425 -2.195 0.000
H 1.166 0.663 -3.598 0.000
H 2.410 1.791 -4.139 0.000
H -0.094 2.659 -4.070 0.000
H 1.090 3.699 -3.150 0.000
H -1.911 3.281 -2.676 0.000
H -0.889 4.575 -1.841 0.000
H -2.548 2.099 -0.795 0.000
H -2.683 3.871 -0.290 0.000
H -2.631 2.700 1.836 0.000
H -1.437 4.141 1.969 0.000
H -1.081 1.134 2.824 0.000
H -0.592 2.615 3.761 0.000
H 1.710 3.260 3.322 0.000
H 1.174 4.017 1.763 0.000
H 3.370 1.923 2.068 0.000
H 3.561 3.702 1.715 0.000
O -0.427 -0.708 -3.520 0.000
C -0.806 -0.950 -2.381 -0.001
N -1.762 -1.844 -1.929 0.000
C -1.907 -1.942 -0.454 0.000
C -0.862 -0.770 -0.065 -0.001
O -0.632 -0.235 1.026 -0.011
N -0.267 -0.333 -1.228 -0.014
C -3.414 -1.811 0.003 0.000
C -3.910 -0.531 0.276 0.000
C -5.270 -0.334 0.616 0.000
C -6.107 -1.452 0.705 0.000
C -5.577 -2.730 0.455 0.000
C -4.271 -2.938 0.084 0.000
C -1.215 -3.185 0.107 0.000
C -1.450 -3.512 1.388 0.000
C -0.966 -4.702 1.905 0.000
C -0.150 -5.564 1.129 0.000
C 0.222 -5.103 -0.127 0.000
C -0.334 -3.892 -0.698 0.000
H -2.205 -2.515 -2.582 0.000
H -3.209 0.340 0.420 0.000
H -5.609 0.621 0.882 0.000
H -7.169 -1.404 1.008 0.000
H -6.336 -3.567 0.441 0.000
H -3.982 -3.965 -0.066 0.000
H -2.182 -2.838 1.991 0.000
H -1.226 -4.943 2.948 0.000
H 0.237 -6.480 1.506 0.000
H 0.925 -5.688 -0.746 0.000
H 0.033 -3.653 -1.688 0.000
C 4.009 -2.715 1.121 0.000
C 3.731 -2.417 -0.156 0.000
C 3.000 -1.291 -0.451 0.000
C 2.744 -0.349 0.566 -0.013
C 3.268 -0.565 1.879 0.000
C 3.853 -1.777 2.110 0.000
H 4.542 -3.631 1.399 0.000
H 4.021 -3.040 -0.999 0.000
H 2.823 -1.110 -1.465 0.000
H 3.185 0.172 2.745 0.000
H 4.096 -2.020 3.097 0.000
```

---

No. 2
A molecular structure, C31H36N3 at a distorted geometry. Source: OMol25; level of theory: ωB97M-V/def2-TZVPD.

For the highest occupied orbital energy, the calculation gives -10.006 eV. The value obtained for the energy above the lowest of the compared OMol25 structures with the same formula, charge and spin is 448.9 kJ/mol. The total energy is -37192.162 eV. The charge is +1. The calculation puts the molar mass at 450.65 g mol⁻¹. The calculation puts the largest force on an atom at 5.82 eV/Å.

Geometry as XYZ:
```
70
Properties=species:S:1:pos:R:3:lowdin_charge:R:1
C -3.053 -4.394 -0.274 -0.088
C -3.310 -3.970 -1.580 -0.077
C -2.299 -3.373 -2.328 -0.047
C -1.038 -3.176 -1.757 -0.226
C 0.002 -2.432 -2.595 -0.100
N 0.883 -1.530 -1.799 -0.120
C 2.364 -1.631 -2.044 -0.095
C 3.036 -0.356 -2.548 -0.227
C 4.335 -0.075 -2.101 -0.060
C 4.950 1.135 -2.430 -0.084
C 4.279 2.062 -3.229 -0.087
C 3.063 1.708 -3.824 -0.071
C 2.434 0.500 -3.478 -0.033
C 0.376 -0.793 -0.779 -0.102
C 1.135 -0.070 0.089 -0.048
C 0.378 0.796 1.025 -0.229
C 1.249 1.995 1.451 -0.142
C 0.661 2.944 2.294 -0.052
C 1.435 3.955 2.896 -0.075
C 2.825 4.017 2.703 -0.081
C 3.393 3.177 1.734 -0.068
C 2.586 2.266 1.022 -0.016
C -0.742 -3.701 -0.489 -0.047
C -1.764 -4.301 0.253 -0.084
H -3.859 -4.800 0.330 0.103
H -4.295 -4.084 -2.020 0.106
H -2.469 -3.024 -3.352 0.118
H 0.653 -3.115 -3.186 0.133
H -0.538 -1.790 -3.328 0.122
H 2.844 -1.916 -1.084 0.121
H 2.548 -2.472 -2.749 0.132
H 4.852 -0.818 -1.493 0.115
H 5.958 1.333 -2.062 0.108
H 4.714 3.048 -3.407 0.107
H 2.599 2.362 -4.564 0.106
H 1.485 0.219 -3.940 0.112
H -0.719 -0.915 -0.554 0.138
H 2.217 -0.144 0.064 0.097
H -0.593 1.217 0.574 0.111
H -0.410 2.895 2.586 0.108
H 0.981 4.717 3.541 0.108
H 3.453 4.753 3.229 0.113
H 4.455 3.224 1.493 0.109
H 3.018 1.693 0.187 0.098
H 0.277 -3.619 -0.094 0.118
H -1.532 -4.672 1.248 0.102
C -2.234 2.393 0.270 -0.022
C -3.057 1.176 0.756 -0.515
C -4.216 1.696 1.610 -0.033
C -3.671 0.382 -0.406 -0.014
N -2.166 0.312 1.604 0.097
C -0.796 0.171 1.548 -0.238
N -0.472 -0.653 2.523 -0.040
C 0.852 -1.028 2.939 0.044
C -1.580 -1.142 3.123 -0.008
C -2.651 -0.521 2.601 0.011
H -1.354 2.166 -0.368 0.104
H -2.834 3.026 -0.392 0.105
H -1.936 3.024 1.133 0.092
H -4.839 0.857 1.933 0.082
H -3.823 2.272 2.462 0.104
H -4.830 2.370 0.992 0.107
H -4.325 -0.403 0.002 0.094
H -4.309 1.064 -0.991 0.101
H -2.928 -0.048 -1.101 0.086
H 1.512 -0.153 3.012 0.120
H 0.680 -1.454 3.933 0.105
H 1.241 -1.820 2.295 0.111
H -1.425 -1.834 3.937 0.140
H -3.658 -0.695 2.954 0.140
```

---

No. 3
A molecular structure, C31H37AuGeN7S2. Source: OMol25; level of theory: ωB97M-V/def2-TZVPD.

For the highest occupied orbital energy, the calculation gives -16.630 eV. The value obtained for the energy above the lowest of the compared OMol25 structures with the same formula, charge and spin is 0.0 kJ/mol. The total energy is -125031.664 eV. The charge is +3. The calculation puts the molar mass at 841.40 g mol⁻¹. The calculation puts the largest force on an atom at 0.70 eV/Å.

Geometry as XYZ:
```
79
Properties=species:S:1:pos:R:3:lowdin_charge:R:1
Au -1.073 0.809 0.577 0.921
S -2.669 -4.194 6.002 1.148
N -2.015 -2.733 6.123 -0.182
C -1.920 -2.254 4.892 -0.301
C -1.394 -0.961 4.520 -0.054
C -0.908 -0.036 5.452 0.071
C -0.429 1.174 5.008 0.015
C -0.447 1.445 3.643 -0.128
N -0.911 0.575 2.750 -0.038
C -1.380 -0.624 3.166 -0.145
C -1.869 -1.543 2.148 -0.137
N -1.824 -1.160 0.837 -0.012
C -2.278 -1.988 -0.097 -0.081
C -2.799 -3.244 0.200 0.021
C -2.852 -3.654 1.508 0.076
C -2.378 -2.793 2.505 -0.053
C -2.400 -3.144 3.909 -0.300
N -2.851 -4.285 4.409 -0.183
H -0.920 -0.291 6.504 0.145
H -0.046 1.915 5.695 0.134
H -0.083 2.389 3.260 0.065
H -2.217 -1.655 -1.119 0.082
H -3.152 -3.871 -0.607 0.136
H -3.248 -4.621 1.791 0.146
C -1.174 1.045 -1.579 -0.148
C -2.153 0.212 -2.282 -0.340
C -3.526 0.450 -2.150 -0.023
C -4.441 -0.335 -2.822 0.017
C -3.990 -1.361 -3.657 -0.189
C -2.624 -1.587 -3.826 0.011
C -1.714 -0.809 -3.133 -0.041
C -4.940 -2.195 -4.338 -0.150
N -5.704 -2.864 -4.874 0.222
H -1.406 2.097 -1.642 0.017
H -0.148 0.850 -1.886 0.045
H -3.878 1.248 -1.506 0.126
H -5.503 -0.160 -2.716 0.139
H -2.289 -2.368 -4.495 0.139
H -0.653 -0.990 -3.256 0.121
S -0.730 3.104 0.818 0.732
C -0.089 4.001 -0.541 -0.720
N 1.149 4.454 -0.576 0.063
C 1.372 5.369 -1.711 -0.062
C -0.022 5.411 -2.380 -0.056
N -0.793 4.452 -1.561 0.069
H 1.801 4.322 0.182 0.153
H 2.137 4.963 -2.371 0.130
H 1.697 6.344 -1.353 0.139
H 0.000 5.089 -3.418 0.135
H -0.483 6.395 -2.324 0.140
H -1.798 4.378 -1.605 0.165
C 0.974 -3.628 -1.586 -0.077
C 1.535 -2.374 -0.929 -0.277
C 1.331 -2.375 0.580 -0.260
C 1.947 -1.187 1.320 -0.302
Ge 1.895 0.606 0.591 1.093
C 2.462 1.141 -1.181 -0.330
C 3.915 1.632 -1.050 -0.284
C 4.862 0.550 -0.544 -0.285
C 6.317 0.997 -0.539 -0.078
H 1.095 -3.598 -2.668 0.085
H -0.091 -3.742 -1.367 0.064
H 1.485 -4.520 -1.223 0.092
H 1.033 -1.492 -1.355 0.068
H 2.600 -2.276 -1.161 0.119
H 1.762 -3.283 1.009 0.135
H 0.263 -2.424 0.787 0.077
H 3.045 -1.293 1.335 0.089
H 1.644 -1.138 2.368 0.072
H 2.072 1.694 1.659 -0.014
H 1.821 1.933 -1.574 0.047
H 2.391 0.276 -1.839 0.071
H 3.967 2.495 -0.377 0.105
H 4.240 1.987 -2.031 0.132
H 4.748 -0.349 -1.157 0.120
H 4.577 0.263 0.484 0.089
H 6.653 1.218 -1.553 0.091
H 6.965 0.219 -0.138 0.088
H 6.455 1.895 0.063 0.086
```

---

No. 4
A molecular structure, C31H37BBr2Cl51FNO9S at a distorted geometry. Source: OMol25; level of theory: ωB97M-V/def2-TZVPD.

For the highest occupied orbital energy, the calculation gives -6.526 eV. The total energy is -845614.676 eV. The charge is -1. The calculation puts the molar mass at 2597.42 g mol⁻¹. The calculation puts the largest force on an atom at 9.67 eV/Å.

Geometry as XYZ:
```
134
Properties=species:S:1:pos:R:3:lowdin_charge:R:1
C -3.439 -5.140 6.386 -0.161
C -2.590 -4.196 5.317 -0.240
C -1.611 -3.090 6.050 -0.215
C -1.477 -1.824 4.980 -0.206
C -0.415 -2.161 3.733 -0.076
B -1.044 -1.775 2.251 -0.888
C -1.882 -3.155 1.877 -0.157
O -3.189 -3.350 2.088 -0.043
N -1.055 -4.262 1.194 0.098
C -1.021 -5.521 2.031 -0.200
O 0.089 -5.721 2.783 -0.016
F -2.158 -6.473 1.942 -0.036
O -1.755 -0.465 2.175 -0.101
C -1.009 0.470 1.269 -0.595
Br 0.651 0.932 2.353 0.872
C -1.776 1.849 0.822 -0.070
C -0.822 3.215 0.968 -0.256
O -0.785 3.969 2.094 -0.062
O -0.055 3.573 -0.248 -0.017
C 1.051 4.495 0.053 -0.252
C 2.418 4.150 0.890 -0.011
O 0.942 5.749 -0.459 -0.047
C -0.593 -0.647 0.132 -0.704
Br -2.241 -1.029 -0.949 0.795
S 0.674 -0.224 -1.180 0.739
C -0.049 -0.020 -2.918 -0.249
O 1.509 1.049 -0.904 -0.415
O 1.677 -1.438 -1.284 -0.428
O -0.102 -1.700 1.081 -0.090
H -4.606 -5.104 6.150 0.048
H -3.267 -4.848 7.508 0.068
H -3.105 -6.261 6.160 0.048
H -1.899 -4.854 4.621 0.098
H -3.424 -3.604 4.701 0.103
H -2.127 -2.679 7.040 0.049
H -0.528 -3.478 6.276 0.117
H -2.576 -1.600 4.573 0.116
H -1.165 -0.830 5.562 0.064
H 0.557 -1.519 3.993 0.094
H -0.074 -3.289 3.826 0.101
H -1.408 -4.438 0.220 0.121
H -2.097 1.840 -0.327 0.127
H -2.740 2.083 1.485 0.043
H 2.417 3.107 1.424 0.051
H 2.556 4.964 1.748 0.113
H 3.318 4.156 0.133 0.094
H -0.453 -1.027 -3.381 0.000
H -0.905 0.783 -2.976 0.077
H 0.852 0.315 -3.626 0.102
C 3.469 -5.081 2.616 -1.524
Cl 4.236 -3.879 1.564 0.491
Cl 4.196 -6.678 2.369 0.505
Cl 3.599 -4.594 4.315 0.514
H 2.409 -5.141 2.355 -0.010
C -5.029 -7.721 3.597 -1.526
Cl -6.144 -8.702 2.630 0.505
Cl -5.453 -6.004 3.484 0.559
Cl -5.039 -8.254 5.287 0.527
H -4.020 -7.854 3.200 -0.015
C 5.222 -0.736 -1.832 -1.505
Cl 6.068 -1.955 -0.863 0.499
Cl 6.216 0.721 -2.003 0.507
Cl 4.799 -1.391 -3.423 0.507
H 4.299 -0.464 -1.315 0.010
C 8.905 -1.781 -4.381 -1.531
Cl 9.750 -3.000 -3.411 0.518
Cl 9.898 -0.324 -4.552 0.508
Cl 8.481 -2.436 -5.972 0.501
H 7.981 -1.509 -3.863 -0.015
C 6.723 4.115 -4.423 -1.530
Cl 7.490 5.317 -5.475 0.513
Cl 7.449 2.518 -4.670 0.487
Cl 6.853 4.602 -2.724 0.502
H 5.663 4.056 -4.684 0.023
C 2.681 -5.122 -2.180 -1.495
Cl 1.190 -5.023 -1.228 0.548
Cl 2.355 -4.772 -3.886 0.501
Cl 3.903 -4.009 -1.539 0.465
H 3.070 -6.140 -2.105 0.019
C -0.161 -1.427 -6.902 -1.497
Cl -1.334 -1.759 -5.616 0.564
Cl -0.049 0.315 -7.207 0.489
Cl 1.428 -2.089 -6.481 0.504
H -0.506 -1.915 -7.817 0.020
C -3.671 -11.182 0.513 -1.543
Cl -2.747 -9.756 1.015 0.530
Cl -4.079 -11.084 -1.209 0.511
Cl -2.762 -12.664 0.853 0.511
H -4.602 -11.210 1.086 0.002
C -1.436 -0.143 8.903 -1.517
Cl -1.396 -1.750 9.648 0.517
Cl 0.086 0.189 8.058 0.528
Cl -2.808 -0.006 7.790 0.542
H -1.559 0.601 9.694 0.012
C -1.570 7.074 4.020 -1.529
Cl -2.743 6.742 5.306 0.516
Cl -1.458 8.816 3.716 0.503
Cl 0.018 6.412 4.442 0.527
H -1.915 6.586 3.105 0.016
C -0.742 2.923 -10.004 -1.517
Cl 0.025 4.125 -11.056 0.518
Cl -0.015 1.326 -10.251 0.466
Cl -0.612 3.410 -8.306 0.511
H -1.802 2.864 -10.265 0.022
C 3.468 8.536 -1.330 -1.536
Cl 4.235 9.738 -2.382 0.506
Cl 4.195 6.939 -1.577 0.503
Cl 3.598 9.023 0.368 0.512
H 2.408 8.476 -1.591 0.019
C 1.112 -1.357 -13.320 -1.530
Cl -0.002 -2.338 -14.288 0.514
Cl 0.688 0.360 -13.434 0.499
Cl 1.103 -1.889 -11.630 0.503
H 2.121 -1.489 -13.718 0.019
C -6.014 9.044 4.930 -1.542
Cl -6.999 7.731 4.263 0.515
Cl -5.232 9.957 3.628 0.504
Cl -7.004 10.116 5.934 0.496
H -5.235 8.605 5.559 -0.006
C 5.858 -2.508 -9.138 -1.540
Cl 6.911 -1.083 -9.110 0.508
Cl 4.431 -2.247 -8.120 0.497
Cl 5.375 -2.892 -10.799 0.507
H 6.416 -3.357 -8.737 0.014
C -5.804 1.431 1.080 -1.499
Cl -4.880 2.857 1.583 0.570
Cl -6.212 1.529 -0.642 0.512
Cl -4.895 -0.051 1.421 0.576
H -6.734 1.404 1.653 0.017
C -5.475 13.520 7.901 -1.542
Cl -6.332 12.433 9.007 0.505
Cl -4.577 14.749 8.808 0.511
Cl -4.385 12.603 6.848 0.505
H -6.214 14.027 7.274 0.019
```

---

No. 5
2 unconnected molecules or ions with the total composition C31H37BNO at a distorted geometry. Source: OMol25; level of theory: ωB97M-V/def2-TZVPD.

For the highest occupied orbital energy, the calculation gives -11.224 eV. The value obtained for the energy above the lowest of the compared OMol25 structures with the same formula, charge and spin is 17.5 kJ/mol. The total energy is -36953.439 eV. The charge is +1. The calculation puts the molar mass at 450.45 g mol⁻¹. The calculation puts the largest force on an atom at 1.83 eV/Å.

Geometry as XYZ:
```
71
Properties=species:S:1:pos:R:3:lowdin_charge:R:1
C -6.040 -3.154 8.492 -0.034
C -4.960 -2.210 8.070 -0.240
C -5.273 -1.043 7.353 -0.010
C -4.276 -0.163 6.953 0.024
C -2.901 -0.430 7.239 -0.176
C -1.871 0.431 6.736 0.082
C -0.525 0.455 7.234 -0.190
C -0.152 0.057 8.552 0.009
C 1.179 -0.084 8.927 0.032
C 2.193 0.236 8.013 -0.200
O 3.531 0.260 8.408 0.012
C 4.365 -0.856 8.301 -0.246
C 5.571 -0.687 7.610 -0.005
C 6.356 -1.808 7.335 -0.071
C 5.971 -3.070 7.797 -0.083
C 4.822 -3.200 8.580 -0.072
C 4.011 -2.091 8.848 -0.012
C 1.869 0.706 6.735 0.042
C 0.539 0.862 6.376 0.014
C -2.613 -1.634 7.951 -0.001
C -3.617 -2.497 8.338 -0.016
H -5.633 -3.917 9.163 0.084
H -6.829 -2.615 9.028 0.095
H -6.503 -3.665 7.637 0.101
H -6.317 -0.836 7.110 0.129
H -4.524 0.767 6.443 0.123
H -2.023 0.737 5.695 0.100
H -0.933 -0.163 9.286 0.129
H 1.439 -0.409 9.931 0.131
H 5.850 0.312 7.277 0.122
H 7.275 -1.685 6.762 0.111
H 6.575 -3.947 7.560 0.108
H 4.543 -4.169 8.995 0.109
H 3.119 -2.169 9.472 0.110
H 2.665 0.982 6.038 0.139
H 0.294 1.260 5.394 0.094
H -1.574 -1.874 8.176 0.113
H -3.358 -3.428 8.858 0.129
C -0.131 5.341 6.998 -0.051
C -0.333 4.600 5.694 -0.183
N -1.790 4.563 5.260 -0.138
C -2.313 5.969 5.242 -0.235
C -1.601 6.893 4.484 -0.036
C -2.069 8.207 4.365 -0.053
C -3.230 8.583 5.039 -0.073
C -3.924 7.659 5.830 -0.043
C -3.468 6.328 5.918 -0.011
C -1.818 4.057 3.816 -0.357
C -3.201 4.204 3.201 -0.030
C -1.341 2.632 3.721 -0.049
B -2.614 3.578 6.262 -0.306
H -2.026 2.422 6.400 0.048
H 0.927 5.259 7.269 0.089
H -0.359 6.407 6.904 0.086
H -0.723 4.923 7.814 0.074
H 0.233 5.074 4.885 0.120
H 0.005 3.564 5.772 0.094
H -0.684 6.595 3.970 0.116
H -1.512 8.910 3.745 0.113
H -3.598 9.606 4.955 0.110
H -4.822 7.946 6.381 0.112
H -4.028 5.599 6.515 0.102
H -1.117 4.701 3.274 0.135
H -3.171 3.780 2.191 0.094
H -3.964 3.658 3.763 0.078
H -3.513 5.250 3.109 0.091
H -1.347 2.320 2.672 0.104
H -0.324 2.498 4.090 0.062
H -2.011 1.954 4.249 0.063
H -2.688 4.067 7.373 0.046
H -3.735 3.406 5.823 0.044
```